1.
Formula: C32H34BeN4OP
Source: the OMol25 dataset
Level of theory: the ωB97M-V functional and the def2-TZVPD basis

The geometry in XYZ format:
```
73
Properties=species:S:1:pos:R:3:forces:R:3:mulliken_charge:R:1
Be 0.24800 0.43421 0.17192 0.09 0.06 0.05 0.25
C -0.49716 8.96807 10.41684 0.00 0.01 0.02 -0.84
O -0.39675 9.25668 9.03050 0.00 0.01 0.00 -0.46
C -0.35157 8.22391 8.16812 0.00 0.01 -0.02 0.93
C -0.40108 6.88309 8.54024 0.01 0.01 0.00 -0.73
C -0.34528 5.90312 7.56039 0.00 0.01 0.00 -0.73
C -0.24119 6.23296 6.21523 0.00 0.01 0.01 0.41
C -0.19259 7.58459 5.85640 0.00 0.02 0.03 -0.53
C -0.24736 8.56625 6.81644 0.00 -0.04 -0.01 -0.60
C -0.17520 5.22422 5.16160 -0.01 0.00 0.00 0.35
N -0.06027 5.48051 3.87603 -0.01 -0.02 0.00 -0.85
C -0.03328 4.26233 3.26344 0.02 0.00 0.07 0.97
C -0.13172 3.23879 4.18913 -0.01 0.02 -0.05 0.02
N -0.22509 3.87466 5.40203 0.02 0.02 -0.04 -0.12
C -0.11011 1.85400 3.83931 0.00 0.00 -0.01 -0.08
C -0.17340 0.74062 4.69250 0.01 -0.01 -0.02 -0.57
C -0.11478 -0.52402 4.15492 0.00 0.01 -0.03 -1.30
C 0.00522 -0.68963 2.77127 0.00 0.01 0.01 -0.05
N 0.05877 0.34662 1.94979 -0.02 -0.12 -0.02 0.23
C 0.00272 1.58940 2.46876 0.00 0.05 0.01 0.15
C 0.09843 2.64292 1.49532 -0.02 0.04 0.08 0.41
N 0.21945 2.21771 0.22209 0.02 -0.05 -0.07 -0.08
C 0.36300 3.12089 -0.73161 -0.01 0.04 -0.04 -0.10
C 0.37040 4.49345 -0.45933 -0.01 -0.02 0.02 -1.07
C 0.23206 4.93507 0.83702 0.00 -0.04 -0.01 -0.42
C 0.09485 3.98745 1.86194 0.00 -0.01 -0.01 -0.40
H -0.51760 9.92987 10.91961 0.00 -0.01 0.00 0.25
H 0.36672 8.39611 10.76275 -0.01 0.00 0.00 0.34
H -1.41725 8.42304 10.63925 0.01 0.00 0.00 0.34
H -0.48015 6.59334 9.57726 0.00 0.00 -0.01 0.41
H -0.38342 4.86992 7.88567 0.00 -0.01 -0.01 0.21
H -0.10999 7.84744 4.81126 0.00 -0.01 -0.01 0.48
H -0.20974 9.61364 6.55100 0.00 0.01 0.00 0.44
H -0.30977 3.44658 6.30643 0.00 -0.01 0.00 0.18
H -0.25836 0.86896 5.76405 0.00 0.00 0.00 0.48
H -0.15263 -1.39893 4.78753 0.00 0.00 0.01 0.48
H 0.06188 -1.67210 2.32332 0.01 -0.02 -0.02 0.50
H 0.48333 2.74816 -1.74105 0.01 -0.01 0.00 0.60
H 0.49071 5.19057 -1.27586 0.00 0.00 0.00 0.43
H 0.23693 5.98859 1.08194 0.00 0.01 0.00 0.64
C 3.80796 -1.59717 -0.35440 0.01 0.02 0.00 -1.75
C 2.39029 -1.39269 0.17905 0.05 -0.03 0.00 0.64
C 1.64321 -2.72318 0.13621 -0.04 0.02 0.01 -0.98
C 1.63924 -0.29632 -0.59262 -0.09 0.00 -0.04 -0.66
H 4.34110 -2.37654 0.19474 0.00 0.00 0.01 0.43
H 4.39056 -0.67687 -0.28790 0.00 0.00 0.01 0.40
H 3.77504 -1.89121 -1.40688 -0.01 0.00 0.00 0.34
H 2.48254 -1.08846 1.23194 0.00 0.00 -0.01 0.03
H 1.62463 -3.10537 -0.88848 0.01 0.00 -0.01 0.38
H 0.59920 -2.63371 0.44830 0.02 0.02 0.05 -0.18
H 2.12407 -3.47834 0.76096 0.02 -0.01 0.00 0.39
H 1.39812 -0.69613 -1.59055 0.03 -0.02 -0.01 0.46
H 2.35074 0.51702 -0.79720 0.00 0.03 0.01 0.59
C -3.15790 0.62745 0.20072 -0.04 0.01 0.01 -1.49
P -1.73162 -0.17519 -0.59297 0.03 0.04 0.04 1.47
C -2.00273 0.11331 -2.36676 -0.01 0.00 -0.01 -1.49
C -1.98400 -1.95084 -0.35831 0.00 -0.01 -0.03 0.53
C -2.56938 -2.44388 0.80659 -0.02 0.00 0.02 -0.49
C -2.65889 -3.81190 1.01997 0.00 0.00 0.01 -0.74
C -2.16518 -4.69750 0.07337 0.01 -0.01 0.00 -0.55
C -1.58116 -4.21344 -1.08824 -0.01 -0.01 -0.01 -0.59
C -1.48441 -2.84807 -1.30110 -0.05 -0.01 -0.01 -0.77
H -3.08666 0.53983 1.28507 0.00 0.00 0.00 0.38
H -4.10481 0.20213 -0.13191 0.01 -0.01 -0.01 0.47
H -3.13704 1.68954 -0.04867 0.00 0.00 0.00 0.42
H -2.94647 -0.32322 -2.69361 0.00 0.00 0.00 0.44
H -1.18678 -0.31401 -2.94715 0.01 0.01 0.00 0.44
H -2.02292 1.18812 -2.55156 0.01 0.00 0.01 0.44
H -2.97151 -1.76748 1.55130 0.00 0.01 0.00 0.36
H -3.12319 -4.18577 1.92299 0.00 0.00 0.00 0.43
H -2.23706 -5.76392 0.23946 -0.01 0.00 0.00 0.42
H -1.19508 -4.90059 -1.82922 0.01 0.00 0.00 0.42
H -1.00644 -2.48785 -2.20308 0.00 0.00 0.00 0.26
```
Forces are in eV/Å.

Summary:
2S+1: 1
Charge: +1
DFT total energy (eV): -51433.1743
HOMO-LUMO gap (eV): 6.88
HOMO level (eV): -10.23

2.
Formula: C32H34CdIN6O3S2Te
Source: the OMol25 dataset
Level of theory: the ωB97M-V functional and the def2-TZVPD basis

The geometry in XYZ format:
```
80
Properties=species:S:1:pos:R:3:forces:R:3:mulliken_charge:R:1
Cd -0.64697 0.59816 -1.34672 -0.60 -0.69 0.36 1.49
C -2.12027 3.44174 -1.47600 -0.31 1.90 -1.81 -1.00
N -2.34387 2.01043 -1.54295 -0.48 1.08 1.11 0.06
C -3.49117 1.56740 -1.06287 -0.06 -1.01 -1.32 0.04
C -3.58652 0.18345 -0.78641 -1.68 -0.94 0.36 0.08
C -4.71983 -0.56893 -0.23207 1.23 1.95 -0.30 -0.73
C -4.18791 -1.77614 0.08821 0.16 -1.68 -0.87 -0.89
C -2.88640 -1.86350 -0.41685 0.49 1.87 -0.77 -0.21
N -2.50848 -0.68412 -0.94515 -0.46 0.33 0.79 -0.23
C -3.00045 4.27657 -2.45739 -0.59 -0.56 -0.47 0.40
C -4.10495 5.05983 -2.11168 0.13 -0.52 -0.80 -0.40
C -5.06422 5.35952 -3.07928 0.94 -0.27 0.09 -0.39
C -4.86757 5.11062 -4.42772 -1.21 0.50 0.84 -0.37
C -3.64297 4.65810 -4.80892 0.58 -1.52 -1.30 -0.55
C -2.79889 4.10724 -3.84186 0.27 0.22 0.24 -0.46
H -1.16702 3.69082 -1.89824 1.06 -0.47 0.03 0.39
H -2.07375 3.90866 -0.49138 -0.50 -0.39 0.32 0.46
H -4.44147 2.18506 -1.06264 1.30 -0.41 0.45 0.30
H -5.74024 -0.22623 -0.08420 0.32 0.06 0.05 0.39
H -4.64174 -2.69574 0.34328 -0.94 -0.47 0.75 0.37
H -2.23610 -2.70950 -0.48620 0.27 -0.26 0.26 0.51
H -4.26979 5.37502 -1.11132 -0.20 -0.05 0.87 0.42
H -5.98748 5.73379 -2.75929 -1.22 0.68 0.45 0.40
H -5.73133 5.17512 -5.09191 0.52 0.42 -0.12 0.34
H -3.47947 4.51705 -5.90225 0.25 -0.06 1.04 0.28
H -1.99247 3.47104 -4.17590 0.31 0.09 -0.02 0.38
C 4.09754 1.39124 2.06585 -0.58 -0.06 -2.10 -0.96
H 4.71663 0.75492 2.66004 0.17 -0.46 0.52 0.39
H 4.76969 2.07123 1.52597 -0.28 0.30 0.50 0.34
H 3.57010 0.79534 1.27039 0.56 0.24 0.85 0.17
N 1.77879 2.89281 -0.72561 0.55 -0.16 -0.09 -0.35
C 1.13288 2.54851 0.42629 -0.36 -0.92 0.78 1.00
O 0.26941 1.60130 0.44850 1.60 2.11 -0.37 -0.98
C 1.52507 3.35524 1.63916 -1.35 -1.43 -0.44 -1.36
I 5.00384 3.68317 5.01164 0.75 0.06 0.53 -0.82
H 1.69502 2.23150 -1.47749 0.01 -0.24 -0.37 0.04
H 2.68002 3.40074 -0.75166 -1.16 -0.40 0.53 0.26
H 0.58175 3.64840 2.14510 0.66 -0.08 -0.17 0.31
H 2.07656 4.21406 1.29284 0.31 0.32 0.34 0.44
N 1.00178 -5.02990 -6.90987 0.02 0.11 -2.80 -0.51
C 1.06921 -4.01294 -6.00064 0.10 -0.77 0.77 0.83
C 0.84289 -2.68230 -6.28563 -0.53 0.55 -0.24 -0.74
C 1.03118 -1.70527 -5.34145 1.05 0.57 1.47 -0.21
C 1.42828 -2.05434 -4.04992 -0.14 -0.16 0.85 0.13
C 1.50679 -3.41057 -3.69707 0.66 0.21 -1.16 -0.37
C 1.37880 -4.36803 -4.68084 0.91 -0.69 0.38 -0.78
S 1.67644 -0.79843 -2.76889 -0.30 0.99 0.31 1.21
O 3.03642 -0.66069 -2.26136 -0.72 -0.33 -1.34 -0.68
O 1.05411 0.41841 -3.31332 0.23 -0.03 -0.09 -0.85
N 0.69110 -1.16765 -1.55300 0.49 0.61 -1.08 -0.07
C 1.14590 -2.06136 -0.66929 -0.11 -1.62 2.66 0.37
S 2.77801 -2.76315 -0.67754 -0.81 -0.94 1.23 -0.10
C 2.21592 -3.95259 0.50714 -1.72 0.69 -0.38 -0.48
C 0.89477 -3.66051 0.86093 3.08 0.14 -0.31 -0.59
N 0.38083 -2.53602 0.31981 -0.15 0.54 -2.16 -0.45
H 1.15951 -4.86965 -7.95243 -0.47 -0.41 2.49 0.21
H 0.95239 -5.96936 -6.55104 0.19 0.14 -0.35 0.19
H 0.39938 -2.33822 -7.19345 0.13 -0.23 -0.88 0.37
H 1.00504 -0.64369 -5.56268 -0.43 -0.15 -0.19 0.43
H 1.89964 -3.76823 -2.77428 -0.14 0.21 0.69 0.08
H 1.77407 -5.39598 -4.43317 -0.94 1.04 -0.41 0.21
H 2.78536 -4.83628 0.72771 0.18 0.03 0.20 0.44
H 0.31829 -4.20772 1.57036 -0.28 -0.32 0.40 0.51
C 0.51793 -2.42788 5.18488 0.41 -1.23 0.15 -1.02
Te 2.58476 2.23640 3.27310 -0.79 0.63 -0.68 0.30
C 3.07597 -1.03064 5.52655 -0.11 0.50 1.79 -1.47
C 2.13472 -1.12684 6.51293 1.26 0.95 -0.46 1.36
C 2.35488 -0.37780 7.77581 0.31 -0.58 0.63 -0.61
C 1.55120 -0.54005 8.85949 0.79 0.98 -0.35 -0.45
C 0.36590 -1.33037 8.74831 -1.10 -1.19 -1.87 -0.41
C 0.06717 -1.99045 7.57497 0.49 0.43 1.78 -0.65
C 0.88747 -1.91108 6.39352 0.15 -0.02 -1.67 1.02
H 1.23841 -2.49027 4.32490 -1.00 0.54 0.90 0.06
H -0.39121 -3.06093 5.04830 0.69 0.78 0.34 0.26
H 3.95089 -0.37609 5.66323 -0.52 -0.30 -0.02 0.29
H 3.05785 -1.61315 4.63669 -0.17 -0.24 -0.57 0.30
H 3.29932 0.17598 7.88424 -0.56 -0.13 -0.25 0.33
H 1.77682 -0.05488 9.82459 -0.05 -0.21 -0.69 0.33
H -0.35404 -1.37725 9.55517 0.20 -0.20 0.19 0.35
H -0.71012 -2.72417 7.53992 -0.78 0.03 0.04 0.32
```
Forces are in eV/Å.

Summary:
2S+1: 1
Charge: -1
DFT total energy (eV): -90445.7053
ΔE to the lowest compared entry with this formula, charge and spin (kJ/mol): 169.5
HOMO-LUMO gap (eV): 5.03
HOMO level (eV): -3.19

3.
Formula: C32H34CoF3NO2S2Sb
Source: the OMol25 dataset
Level of theory: the ωB97M-V functional and the def2-TZVPD basis

The geometry in XYZ format:
```
76
Properties=species:S:1:pos:R:3:forces:R:3:mulliken_charge:R:1
Co 0.55938 -1.75274 0.58862 -0.02 0.76 -0.34 1.49
O 1.97180 -0.84869 2.63915 0.12 -0.45 -0.15 -0.56
C 1.08716 -0.94576 3.70808 -0.01 -0.11 0.11 -1.41
C -0.36050 -1.24570 3.38542 -0.19 0.26 0.40 0.98
C -1.24000 -1.31678 4.47074 0.20 -0.04 -0.12 -0.69
C -2.56560 -1.60534 4.25158 -0.26 0.00 0.16 -0.59
C -3.00899 -1.78552 2.94847 0.19 0.06 -0.20 -0.94
C -2.08522 -1.65760 1.92858 -0.25 0.03 0.07 -0.72
N -0.78936 -1.39182 2.14092 0.09 -0.48 -0.36 1.45
H 2.20062 -1.78405 2.40102 -0.24 0.26 -0.20 0.31
H 1.09268 0.00356 4.25281 0.07 0.04 -0.02 0.46
H 1.40236 -1.72608 4.41193 0.04 0.05 0.06 0.38
H -0.85224 -1.16349 5.47126 -0.03 -0.02 -0.02 0.46
H -3.25285 -1.68391 5.08664 0.01 -0.01 -0.03 0.41
H -4.03759 -2.01748 2.71057 -0.01 0.01 0.05 0.55
H -2.38117 -1.76618 0.89251 0.03 -0.05 0.00 0.27
C -0.60526 -1.87323 -3.83637 -0.07 0.03 0.04 -1.74
C 0.10064 -1.62992 -2.52076 -0.15 0.04 -0.14 0.49
S -0.92382 -1.42591 -1.09864 0.04 0.00 0.14 -0.57
C 1.43397 -1.57616 -2.41748 0.23 0.10 -0.03 0.75
C 2.33182 -1.74220 -3.61915 0.05 0.03 0.03 -1.71
S 2.23789 -1.33142 -0.87133 -0.09 -0.26 -0.06 -0.51
H -1.68610 -1.80129 -3.71015 0.02 0.01 0.03 0.37
H -0.38927 -2.87041 -4.23424 0.01 0.01 0.04 0.33
H -0.30867 -1.15314 -4.60534 0.01 0.04 0.01 0.26
H 1.84824 -1.42053 -4.54496 0.00 -0.01 0.04 0.36
H 2.63005 -2.78889 -3.74404 -0.01 0.00 0.02 0.24
H 3.24859 -1.16188 -3.49819 -0.03 0.01 0.04 0.35
C -0.33854 -4.87741 1.44914 -0.12 0.00 0.04 -1.48
C 1.13920 -4.49768 1.30885 0.07 0.23 -0.12 1.62
C 1.59278 -4.75444 -0.13086 0.04 -0.08 -0.06 -1.58
C 1.97766 -5.32857 2.27452 0.07 -0.10 0.10 -1.96
O 1.31209 -3.15039 1.64688 0.14 -0.08 0.45 -0.52
H -0.51364 -5.93932 1.24623 0.04 0.02 0.01 0.47
H -0.93683 -4.29299 0.74327 0.03 0.00 0.03 0.20
H -0.68131 -4.65368 2.46565 0.01 -0.01 -0.05 0.27
H 1.47628 -5.80916 -0.40654 0.00 0.03 0.04 0.44
H 2.64022 -4.46584 -0.24138 -0.04 -0.01 -0.02 0.36
H 1.01005 -4.14398 -0.82638 0.01 -0.03 0.04 0.17
H 1.87695 -6.40157 2.08240 0.01 0.03 0.00 0.39
H 1.66516 -5.12730 3.30389 0.00 0.00 -0.04 0.40
H 3.03010 -5.05153 2.17656 -0.03 -0.01 0.00 0.41
F 1.34946 8.05432 1.28254 0.00 0.01 0.00 -0.35
C 1.10503 6.74513 1.02177 0.03 0.04 0.00 0.42
C 2.16830 5.91011 0.75357 -0.01 -0.06 -0.01 -0.72
C 1.90195 4.57183 0.49027 -0.01 -0.08 0.00 -0.42
C 0.60115 4.05745 0.47368 0.06 0.18 -0.05 0.16
C -0.43386 4.94886 0.76356 0.00 -0.02 -0.03 -0.05
C -0.19477 6.29353 1.03788 -0.05 -0.10 -0.01 -0.74
Sb 0.29319 1.90956 0.13116 0.12 -0.11 0.25 0.63
C 0.83739 1.98914 -1.93158 0.13 0.05 -0.25 0.07
C -0.01970 1.73151 -2.99738 -0.05 -0.05 0.01 -0.22
C 0.41162 1.83447 -4.31686 -0.07 -0.10 0.10 -0.82
C 1.72822 2.15423 -4.55046 0.09 0.01 -0.08 0.49
F 2.16346 2.24681 -5.83250 -0.01 0.01 -0.01 -0.38
C 2.63143 2.36207 -3.53035 -0.02 -0.01 0.08 -0.85
C 2.17276 2.27361 -2.22340 -0.02 -0.01 -0.01 -0.54
C -1.82626 2.14299 -0.02048 -0.32 0.02 -0.05 -0.23
C -2.50108 2.78582 -1.06104 0.06 0.07 0.10 -0.03
C -3.88580 2.88487 -1.07677 0.03 0.01 -0.02 -0.83
C -4.59493 2.34152 -0.02545 -0.07 0.00 -0.01 0.44
F -5.94769 2.42628 -0.03681 -0.01 0.02 -0.01 -0.36
C -3.98007 1.72579 1.04040 0.17 -0.01 0.01 -0.69
C -2.59055 1.63301 1.02814 -0.04 -0.06 0.04 -0.52
H 3.17684 6.30360 0.75721 -0.01 -0.02 0.00 0.43
H 2.74898 3.92130 0.29658 -0.04 -0.01 0.01 0.20
H -1.46116 4.60290 0.77160 0.02 -0.01 0.00 0.29
H -1.00079 6.98253 1.25685 0.01 -0.02 0.00 0.43
H -1.03786 1.41197 -2.81403 0.00 0.01 0.03 0.53
H -0.25373 1.64565 -5.14948 0.00 -0.02 0.02 0.42
H 3.66785 2.57165 -3.76011 -0.01 0.00 0.01 0.42
H 2.89541 2.40167 -1.42511 -0.04 0.01 0.01 0.28
H -1.94404 3.24681 -1.86683 0.03 -0.04 -0.03 0.59
H -4.41292 3.37684 -1.88414 0.01 -0.01 0.01 0.43
H -4.57430 1.32468 1.85133 0.02 -0.01 -0.01 0.44
H -2.10223 1.14391 1.86634 0.00 -0.01 -0.07 0.42
```
Forces are in eV/Å.

Summary:
2S+1: 2
<S²>: 1.131
Charge: -1
DFT total energy (eV): -113310.4792
ΔE to the lowest compared entry with this formula, charge and spin (kJ/mol): 80.6
HOMO-LUMO gap (alpha / beta) (eV): 5.82 / 6.04
HOMO level (alpha / beta) (eV): -3.38 / -3.60